Record 1
C20H25N4O5 | ωB97M-V/def2-TZVPD

Properties
Electronic energy in Ha: -1372.3270
Highest occupied orbital energy in eV: -0.92
Energy relative to the best compared isomer or geometry (same formula, charge and spin) in eV: 2.171

Structure (ORCA input):
```
! RIJCOSX wB97M-V def2-TZVPD def2/J DEFGRID3
* xyz -1 1
C -5.90 0.61 0.27
N -4.92 0.76 1.33
C -5.26 1.76 2.31
C -3.60 0.34 1.15
C -2.86 0.75 0.02
C -1.51 0.46 -0.06
C -0.89 -0.38 0.87
C 0.52 -0.78 0.71
C 1.60 -0.01 1.05
C 2.92 -0.65 0.96
O 3.08 -1.84 0.69
N 4.04 0.17 1.18
C 5.34 -0.46 1.19
C 3.99 1.57 1.26
O 5.00 2.26 1.36
N 2.72 2.15 1.23
C 2.71 3.59 1.38
C 1.50 1.45 1.23
O 0.44 2.07 1.33
C -1.66 -0.90 1.93
C -2.97 -0.48 2.12
H -5.63 -0.24 -0.37
H -6.88 0.41 0.73
H -5.99 1.52 -0.34
H -4.45 1.87 3.04
H -5.44 2.74 1.83
H -6.18 1.47 2.83
H -3.34 1.36 -0.75
H -0.91 0.89 -0.87
H 0.71 -1.86 0.67
H 6.07 0.31 1.41
H 5.35 -1.24 1.96
H 5.54 -0.92 0.22
H 1.69 3.93 1.30
H 3.13 3.85 2.36
H 3.34 4.03 0.61
H -1.19 -1.60 2.62
H -3.55 -0.80 2.99
O -0.05 -0.89 -5.49
C -0.93 -0.36 -4.91
C 0.00 -1.89 -1.83
C 0.56 -3.11 -2.41
C 2.08 -2.79 -2.44
C 2.17 -1.27 -2.35
N 0.92 -0.95 -1.62
O -1.80 0.17 -4.32
H -1.04 -1.76 -1.54
H 0.33 -4.00 -1.81
H 0.18 -3.28 -3.43
H 2.56 -3.21 -1.56
H 2.58 -3.17 -3.34
H 3.04 -0.89 -1.81
H 2.16 -0.81 -3.35
H 0.69 0.04 -1.51
*
```


Record 2
C22H36NO3 | ωB97M-V/def2-TZVPD

Properties
Electronic energy in Ha: -1140.1745
Highest occupied orbital energy in eV: -11.42
Energy relative to the best compared isomer or geometry (same formula, charge and spin) in eV: 0.150

Structure (ORCA input):
```
! RIJCOSX wB97M-V def2-TZVPD def2/J DEFGRID3
* xyz 1 1
C 4.92 -0.03 -1.62
C 4.80 -0.66 -0.24
N 3.53 -0.38 0.50
C 3.62 -1.05 1.81
C 3.39 1.10 0.70
C 2.33 1.53 1.70
C 2.34 -0.86 -0.25
C 2.25 -2.37 -0.51
C 0.95 -2.65 -1.28
O -0.15 -2.07 -0.59
C -0.57 -0.88 -1.01
O -0.18 -0.35 -2.02
C -1.55 -0.29 0.01
O -0.76 -0.15 1.18
C -2.67 -1.31 0.15
C -2.97 -1.90 1.36
C -4.01 -2.82 1.45
C -4.74 -3.16 0.32
C -4.42 -2.58 -0.90
C -3.39 -1.66 -0.99
C -2.10 1.09 -0.46
C -3.26 1.54 0.42
C -3.83 2.86 -0.09
C -2.75 3.94 -0.12
C -1.58 3.48 -0.98
C -1.01 2.16 -0.46
H 4.91 1.05 -1.59
H 4.15 -0.38 -2.30
H 5.88 -0.33 -2.04
H 5.62 -0.31 0.39
H 4.89 -1.74 -0.33
H 4.35 -0.55 2.44
H 3.93 -2.09 1.69
H 2.65 -1.03 2.31
H 4.36 1.48 1.03
H 3.16 1.54 -0.27
H 2.59 1.27 2.72
H 1.35 1.11 1.47
H 2.25 2.61 1.65
H 2.29 -0.33 -1.20
H 1.46 -0.58 0.34
H 3.08 -2.73 -1.12
H 2.22 -2.92 0.43
H 0.76 -3.73 -1.33
H 1.00 -2.24 -2.29
H -1.35 0.15 1.88
H -2.41 -1.67 2.25
H -4.24 -3.27 2.40
H -5.55 -3.87 0.39
H -4.98 -2.84 -1.78
H -3.15 -1.22 -1.94
H -2.46 0.96 -1.48
H -2.92 1.68 1.45
H -4.05 0.78 0.43
H -4.66 3.18 0.54
H -4.22 2.72 -1.10
H -3.16 4.87 -0.52
H -2.41 4.14 0.90
H -0.79 4.25 -0.97
H -1.91 3.35 -2.01
H -0.64 2.31 0.56
H -0.18 1.85 -1.09
*
```


Record 3
C3H7OS2 | ωB97M-V/def2-TZVPD

Properties
Electronic energy in Ha: -989.7670
Highest occupied orbital energy in eV: -14.44
Energy relative to the best compared isomer or geometry (same formula, charge and spin) in eV: 1.381

Structure (ORCA input):
```
! RIJCOSX wB97M-V def2-TZVPD def2/J DEFGRID3
* xyz 1 1
C -0.33 0.84 -1.06
C -0.32 0.28 1.43
C 0.17 -1.46 -0.14
O -0.57 -0.25 0.12
S -1.66 1.30 -1.77
S 1.33 1.23 -1.14
H -0.86 1.21 1.53
H -0.71 -0.43 2.16
H 0.74 0.45 1.61
H -0.21 -2.24 0.52
H -0.02 -1.75 -1.18
H 1.24 -1.33 0.02
H 1.19 2.15 -2.09
*
```


Record 4
C9H9N3O3 | ωB97M-V/def2-TZVPD

Properties
Electronic energy in Ha: -738.3046
Highest occupied orbital energy in eV: -9.14
Energy relative to the best compared isomer or geometry (same formula, charge and spin) in eV: 2.074

Structure (ORCA input):
```
! RIJCOSX wB97M-V def2-TZVPD def2/J DEFGRID3
* xyz 0 1
C -4.32 0.65 -0.02
O -3.34 -0.03 0.75
N -2.22 -0.35 -0.01
N -1.91 -1.71 -0.08
C -0.56 -1.88 -0.15
O 0.03 -2.91 -0.35
N -0.02 -0.61 0.06
C 1.37 -0.32 0.11
C 2.25 -1.25 0.65
C 3.60 -0.97 0.69
C 4.08 0.23 0.20
C 3.20 1.16 -0.33
C 1.85 0.89 -0.39
C -1.02 0.34 0.23
O -0.92 1.51 0.45
H -5.13 0.84 0.68
H -4.68 0.03 -0.85
H -3.93 1.60 -0.40
H -2.58 -2.36 -0.44
H 1.87 -2.19 1.03
H 4.28 -1.70 1.11
H 5.14 0.45 0.24
H 3.57 2.10 -0.71
H 1.16 1.61 -0.80
*
```


no.,gap between HOMO and LUMO (eV),E_LUMO (eV)
1,3.392,2.47
2,9.232,-2.18
3,9.257,-5.18
4,9.844,0.71